Below is 3 unconnected molecules or ions with the total composition C20H38N2O2Si in a non-equilibrium geometry, with properties calculated with ωB97M-V/def2-TZVPD.

Computed properties:
LUMO level = -0.17 eV
SMILES = CCCCCC[Si@@H](CN)c1cccnc1.C1CCOC1.C1CCOC1
HOMO level = -8.8 eV
E = -36298.806 eV

Geometry as ORCA input:
```
! RIJCOSX wB97M-V def2-TZVPD def2/J DEFGRID3
* xyz 0 1
C 4.10549 -2.52731 -0.61680
C 3.45652 -1.07378 -0.19253
C 2.83864 -0.21366 -1.44924
C 1.18911 0.01295 -1.34684
C 0.38121 -0.77732 -2.57768
C 0.66018 -2.37757 -2.33655
Si -0.93025 -3.45688 -2.15171
C -0.43030 -4.94384 -0.97007
N 0.17345 -6.11344 -1.71563
C -2.38485 -2.54874 -1.22711
C -3.80960 -2.09845 -1.94777
C -4.94883 -1.37518 -0.95968
C -4.53643 -1.20313 0.61647
N -3.24290 -1.57703 1.28260
C -2.23893 -2.22515 0.37226
H 5.13741 -2.39603 -1.18907
H 4.27638 -3.14011 0.39271
H 3.41333 -3.19669 -1.28223
H 2.67725 -1.16602 0.68981
H 4.36034 -0.43643 0.25621
H 3.31741 0.87459 -1.39452
H 3.15029 -0.66903 -2.48862
H 0.84241 -0.52732 -0.34341
H 0.89545 1.16254 -1.33962
H 0.94442 -0.46287 -3.58164
H -0.75170 -0.48233 -2.63813
H 1.26197 -2.78797 -3.27507
H 1.30913 -2.55999 -1.36550
H -1.42600 -3.96033 -3.45864
H -1.44540 -5.24622 -0.43221
H 0.25453 -4.47678 -0.14348
H 0.43406 -6.80601 -0.95036
H -0.63431 -6.51907 -2.27585
H -4.01202 -2.30558 -3.09440
H -6.01517 -1.03538 -1.34178
H -5.37207 -0.71908 1.31945
H -1.20582 -2.55343 0.87383
C -3.11074 3.32135 2.82508
C -2.88870 1.83101 2.84367
C -2.50509 1.54990 1.40720
O -1.84578 2.72471 0.91501
C -2.04612 3.78802 1.85654
H -3.02733 3.79046 3.80867
H -4.10601 3.54331 2.42195
H -2.05088 1.58925 3.50827
H -3.76116 1.26035 3.17180
H -3.39031 1.37833 0.78566
H -1.83949 0.68710 1.31222
H -1.09394 3.96432 2.36870
H -2.33162 4.70091 1.32663
C 3.31843 4.09031 1.56456
C 1.84683 3.95108 1.85737
C 1.27512 3.67578 0.48368
O 2.28940 2.98451 -0.25829
C 3.52201 3.06498 0.47070
H 3.95778 3.91853 2.43416
H 3.52655 5.09523 1.17835
H 1.67908 3.08754 2.51177
H 1.40786 4.83143 2.33361
H 1.04916 4.60689 -0.04673
H 0.36732 3.06676 0.52179
H 3.72753 2.07383 0.88955
H 4.33575 3.33215 -0.20909
*
```